A structure of composition C29H32N5O2PtS2Si, computed with the ωB97M-V functional and the def2-TZVPD basis.

Geometry (Å):
Pt: 0.054 -0.430 -0.289
C: -1.749 0.907 5.083
C: -1.642 2.156 4.475
C: -1.358 2.255 3.130
C: -1.175 1.080 2.393
C: -1.293 -0.167 2.989
C: -1.582 -0.250 4.342
N: -0.856 1.135 1.004
N: -0.962 2.265 0.494
C: -0.584 2.388 -0.854
C: -0.781 3.612 -1.469
C: -0.406 3.743 -2.795
C: 0.142 2.647 -3.448
C: 0.304 1.460 -2.758
N: -0.044 1.339 -1.475
H: -1.965 0.844 6.142
H: -1.780 3.054 5.060
H: -1.262 3.219 2.655
H: -1.187 -1.056 2.391
H: -1.673 -1.221 4.810
H: -1.222 4.419 -0.903
H: -0.549 4.680 -3.313
H: 0.438 2.700 -4.486
H: 0.700 0.574 -3.233
O: 3.799 -0.165 1.384
C: 2.606 -0.414 1.452
O: 1.783 0.254 0.681
C: 2.102 -1.425 2.435
C: 2.838 -1.511 3.622
C: 2.524 -2.429 4.602
C: 1.476 -3.317 4.393
C: 0.747 -3.257 3.221
C: 1.034 -2.304 2.241
S: -0.062 -2.413 0.847
H: 3.676 -0.840 3.746
H: 3.104 -2.469 5.514
H: 1.228 -4.057 5.141
H: -0.068 -3.951 3.053
C: -3.424 -3.522 -0.862
Si: -2.326 -2.510 -1.992
C: -0.927 -3.602 -2.584
C: -3.286 -1.933 -3.493
C: -1.815 -0.932 -1.052
H: -4.132 -4.121 -1.438
H: -4.002 -2.893 -0.183
H: -2.830 -4.207 -0.255
H: -1.367 -4.499 -3.028
H: -0.269 -3.928 -1.777
H: -0.318 -3.120 -3.350
H: -3.645 -2.780 -4.079
H: -2.658 -1.321 -4.147
H: -4.154 -1.333 -3.211
H: -2.433 -0.903 -0.148
H: -2.120 -0.078 -1.665
N: 3.316 0.393 -1.544
C: 2.723 -0.556 -2.211
S: 1.441 -1.628 -1.644
N: 3.118 -0.872 -3.457
C: 4.291 -0.370 -4.107
C: 5.262 -1.264 -4.534
C: 6.384 -0.785 -5.191
C: 6.540 0.577 -5.407
C: 5.562 1.463 -4.982
C: 4.425 0.992 -4.341
H: 3.085 0.567 -0.561
H: 4.130 0.845 -1.940
H: 2.693 -1.705 -3.840
H: 5.142 -2.324 -4.348
H: 7.142 -1.480 -5.527
H: 7.423 0.946 -5.910
H: 5.673 2.524 -5.163
H: 3.638 1.677 -4.047

Properties
total charge: +1
HOMO: -10.354 eV
maximum force: 0.019 hartree/bohr
multiplicity: 1
gap between HOMO and LUMO: 5.9 eV

Mulliken atomic charge list, values in e, 4 entries: Pt 3.77; C -0.45; C -0.72; C -0.45

---

A structure of composition C18H24CaN6O6Se, computed with the ωB97M-V functional and the def2-TZVPD basis.

Geometry (Å):
Ca: -0.051 0.580 -0.098
C: -4.190 0.646 -2.738
N: -2.815 0.207 -2.963
C: -2.131 0.753 -4.125
C: -2.098 -0.331 -1.978
O: -0.886 -0.570 -2.055
C: -2.847 -0.707 -0.704
O: -1.958 -1.057 0.356
C: -1.521 -2.413 0.361
C: -0.049 -2.593 -0.029
O: 0.724 -1.642 -0.001
N: 0.360 -3.822 -0.380
C: -0.399 -5.042 -0.182
C: 1.738 -4.009 -0.824
H: -4.586 1.011 -3.682
H: -4.224 1.450 -1.998
H: -4.821 -0.182 -2.414
H: -2.582 0.365 -5.039
H: -1.084 0.473 -4.087
H: -2.212 1.841 -4.115
H: -3.529 -1.532 -0.932
H: -3.425 0.151 -0.355
H: -2.170 -3.002 -0.286
H: -1.638 -2.779 1.386
H: -1.422 -4.842 0.119
H: 0.070 -5.651 0.594
H: -0.418 -5.622 -1.106
H: 2.182 -3.047 -1.063
H: 1.732 -4.652 -1.705
H: 2.335 -4.480 -0.042
N: -0.089 2.938 1.149
C: -1.531 3.199 1.288
C: -2.320 2.555 0.141
O: -3.548 2.509 0.199
O: -1.602 2.097 -0.815
H: 0.416 3.342 1.929
H: 0.253 3.392 0.307
H: -1.791 4.263 1.305
H: -1.885 2.770 2.227
Se: 4.292 -0.767 -0.097
C: 3.019 0.416 -0.501
N: 2.169 1.184 -0.746
O: 3.015 -3.419 2.185
C: 3.025 -2.323 2.448
N: 4.398 1.027 5.015
C: 3.346 0.737 4.655
C: 2.019 0.396 4.230
C: 1.073 -0.042 5.150
C: -0.191 -0.369 4.694
C: -0.459 -0.237 3.342
N: 0.443 0.189 2.457
C: 1.664 0.490 2.886
H: 1.332 -0.119 6.197
H: -0.960 -0.711 5.372
H: -1.443 -0.469 2.947
H: 2.383 0.825 2.147

Properties
total charge: 0
HOMO: -7.244 eV
maximum force: 0.018 hartree/bohr
multiplicity: 1
gap between HOMO and LUMO: 7.0 eV

natural (NBO) atomic charge list, values in e, 4 entries: Ca 1.79; C -0.43; N -0.40; C -0.42

---

A structure of composition C3H10N2O2 in a non-equilibrium geometry, computed with the ωB97M-V functional and the def2-TZVPD basis.

Geometry (Å):
C: -1.670 0.614 -0.336
N: -0.718 -0.236 -1.061
C: -0.881 -1.661 -0.726
H: -1.486 1.655 -0.592
H: -2.706 0.371 -0.553
H: -1.424 0.486 0.716
H: 0.460 0.192 -0.743
H: -0.821 -0.145 -2.066
H: -0.520 -1.803 0.294
H: -0.262 -2.271 -1.377
H: -1.929 -1.963 -0.729
N: 2.693 0.910 1.510
C: 1.513 0.467 0.912
O: 0.656 -0.102 1.575
O: 1.453 0.673 -0.365
H: 2.522 1.102 2.492
H: 3.120 1.709 1.050

Properties
total charge: 0
HOMO: -9.499 eV
maximum force: 0.023 hartree/bohr
multiplicity: 1
gap between HOMO and LUMO: 10.3 eV

natural (NBO) atomic charge list, values in e, 4 entries: C -0.43; N -0.58; C -0.43; H 0.21

---

A structure of composition CH7PSi in a non-equilibrium geometry, computed with the ωB97M-V functional and the def2-TZVPD basis.

Geometry (Å):
C: -1.448 -0.859 -0.018
Si: -0.367 0.668 0.297
P: 2.336 -0.128 0.343
H: -0.801 -1.858 0.110
H: -2.324 -1.007 0.672
H: -1.938 -0.795 -1.130
H: -0.129 1.381 -0.943
H: -0.770 1.729 1.349
H: 2.923 1.078 0.432
H: 2.519 -0.212 -1.113

Properties
total charge: 0
HOMO: -8.400 eV
maximum force: 0.059 hartree/bohr
multiplicity: 1
gap between HOMO and LUMO: 8.6 eV

natural (NBO) atomic charge list, values in e, 4 entries: C -1.15; Si 0.89; P -0.17; H 0.27

---

Total energy values (in eV) by entry order: -74929.05017; -124070.38756; -10349.15927; -18314.60717.
Energy relative to the best compared isomer or geometry (same formula, charge and spin) values (in kcal/mol) by entry order: 0.0; 9.9; 7.6; 37.1.